Entry from OMol25: a cluster of 7 separate species, C14H42O7 in total (wB97M-V/def2-TZVPD).

Summary:
Energy relative to the best compared isomer or geometry (same formula, charge and spin), kcal/mol: 21.8
HOMO-LUMO gap (spin up / spin down), eV: 9.75 / 2.60
2S+1: 2
HOMO (spin up / spin down), eV: -12.02 / -12.02
Charge: +1

Cartesian coordinates (Å):
C -17.005 -2.818 -2.308
C -17.937 -2.847 -1.125
O -18.660 -1.671 -0.949
H -16.142 -2.205 -2.046
H -17.531 -2.294 -3.106
H -16.641 -3.813 -2.565
H -17.452 -3.112 -0.186
H -18.635 -3.662 -1.315
H -19.253 -1.700 -0.194
C -12.933 -2.797 -2.624
C -12.619 -2.102 -1.297
O -13.330 -2.863 -0.348
H -12.591 -3.831 -2.663
H -12.362 -2.273 -3.391
H -13.971 -2.763 -2.953
H -12.946 -1.062 -1.289
H -11.545 -2.155 -1.119
H -12.993 -3.762 -0.322
C -15.325 0.202 -3.756
C -16.177 0.608 -5.003
O -17.268 -0.273 -5.098
H -14.525 0.941 -3.725
H -14.818 -0.750 -3.911
H -15.900 0.207 -2.830
H -15.542 0.627 -5.889
H -16.544 1.623 -4.849
H -17.924 -0.148 -4.408
C -12.259 -7.210 1.293
C -11.713 -5.745 1.181
O -11.872 -5.230 -0.138
H -11.759 -7.924 0.638
H -13.321 -7.353 1.093
H -12.069 -7.604 2.291
H -10.653 -5.735 1.437
H -12.206 -5.103 1.911
H -11.489 -5.895 -0.715
C -11.303 0.902 -3.834
C -10.573 2.105 -4.403
O -11.270 2.428 -5.576
H -11.106 0.667 -2.788
H -11.118 0.043 -4.478
H -12.357 1.177 -3.887
H -9.532 1.845 -4.596
H -10.501 2.977 -3.754
H -12.088 2.787 -5.225
C -12.674 -7.487 -2.652
C -11.207 -7.173 -3.054
O -10.465 -6.888 -1.876
H -12.734 -8.313 -1.943
H -13.259 -7.807 -3.514
H -13.151 -6.649 -2.145
H -11.230 -6.341 -3.757
H -10.728 -7.951 -3.647
H -9.615 -6.592 -2.211
C -11.918 -0.583 2.192
C -12.550 -1.837 2.839
O -13.873 -2.127 2.452
H -10.873 -0.510 2.491
H -12.461 0.313 2.492
H -11.926 -0.747 1.114
H -12.656 -1.616 3.901
H -11.893 -2.707 2.827
H -13.809 -2.478 1.560

Entry from OMol25: a structure of composition C5H14N2 (wB97M-V/def2-TZVPD).

Summary:
Energy relative to the best compared isomer or geometry (same formula, charge and spin), kcal/mol: 121.0
HOMO-LUMO gap, eV: 8.46
2S+1: 1
HOMO, eV: -8.17

Cartesian coordinates (Å):
C -1.364 -2.646 2.036
N -0.993 -0.054 -0.650
C 0.303 0.118 -0.931
C 1.182 1.229 -0.375
C 0.305 2.369 0.213
N -0.906 2.623 -0.583
C 1.031 -1.025 -1.599
H -2.018 -3.325 1.550
H -1.870 -1.707 2.295
H -0.544 -2.418 1.394
H -1.033 -2.998 2.987
H -0.230 -0.507 0.095
H 1.822 0.969 0.566
H 1.751 1.665 -1.237
H -0.117 1.950 1.243
H 0.982 3.361 0.380
H -1.294 1.637 -0.563
H -0.637 2.669 -1.564
H 1.217 -0.658 -2.568
H 0.357 -1.879 -1.617
H 2.055 -1.371 -1.070

Entry from OMol25: a cluster of 2 separate species, C17H21BO4 in total (wB97M-V/def2-TZVPD).

Summary:
Energy relative to the best compared isomer or geometry (same formula, charge and spin), kcal/mol: 0.0
HOMO-LUMO gap, eV: 1.92
2S+1: 1
HOMO, eV: -5.42

Cartesian coordinates (Å):
C -7.956 1.330 0.174
C -7.001 0.278 -0.102
C -7.113 -0.897 -0.831
C -5.852 -1.525 -0.748
C -5.036 -0.704 0.027
B -3.509 -0.852 0.487
O -3.549 -0.890 1.960
C -2.222 -1.076 2.364
C -1.313 -1.169 1.087
C 0.096 -1.342 1.491
C -1.470 0.157 0.262
O -2.815 0.313 -0.090
C -1.791 -2.374 0.209
O -3.124 -2.149 -0.136
O -5.738 0.400 0.423
H -8.892 1.061 -0.320
H -8.161 1.430 1.250
H -7.630 2.299 -0.231
H -7.995 -1.254 -1.357
H -5.531 -2.459 -1.181
H -1.881 -0.230 2.989
H -2.114 -2.005 2.956
H 0.720 -1.383 0.598
H 0.371 -0.479 2.096
H 0.189 -2.254 2.081
H -1.125 1.008 0.879
H -0.828 0.103 -0.637
H -1.151 -2.442 -0.690
H -1.680 -3.309 0.788
C 2.446 -1.101 2.474
C 2.446 -1.345 3.846
C 3.194 -0.727 4.845
C 4.084 0.346 4.751
C 4.493 1.016 3.609
C 4.110 0.774 2.288
C 3.183 -0.137 1.789
H 2.059 -1.919 1.856
H 1.797 -2.164 4.182
H 3.091 -1.179 5.841
H 4.546 0.650 5.697
H 5.248 1.800 3.739
H 4.639 1.357 1.521
H 3.045 -0.121 0.700

Entry from OMol25: a structure of composition C57H45F3N8Ru (wB97M-V/def2-TZVPD).

Summary:
Energy relative to the best compared isomer or geometry (same formula, charge and spin), kcal/mol: 0.0
HOMO-LUMO gap (spin up / spin down), eV: 4.73 / 5.25
2S+1: 6
HOMO (spin up / spin down), eV: -8.29 / -9.95
Charge: +1

Cartesian coordinates (Å):
Ru -0.013 0.531 -0.075
C 2.278 6.474 -3.355
C 2.364 6.459 -1.966
C 1.610 5.573 -1.224
C 0.712 4.667 -1.841
C 0.676 4.679 -3.258
C 1.437 5.567 -3.991
C -0.041 3.708 -1.080
C 0.255 3.487 0.348
C 0.329 4.424 1.406
C 0.719 3.731 2.530
C 0.879 2.375 2.147
N 0.545 2.258 0.803
C 1.468 1.357 2.887
C 1.825 0.102 2.325
C 2.678 -0.888 2.891
C 2.664 -1.970 2.053
C 1.737 -1.680 1.003
C 1.212 -2.616 0.101
C 1.787 -3.993 0.125
C 2.757 -4.355 -0.806
C 3.316 -5.627 -0.778
C 2.903 -6.548 0.175
C 1.929 -6.195 1.100
C 1.376 -4.922 1.076
C 0.105 -2.393 -0.768
N -0.453 -1.187 -1.048
C -1.525 -1.409 -1.894
C -2.320 -0.396 -2.461
C -3.457 -0.782 -3.327
C -4.725 -0.249 -3.069
C -5.814 -0.604 -3.848
C -5.655 -1.492 -4.904
C -4.399 -2.012 -5.180
C -3.309 -1.659 -4.401
C -2.088 0.981 -2.286
C -2.610 2.023 -3.084
C -1.946 3.180 -2.734
C -1.024 2.840 -1.720
N -1.143 1.526 -1.426
C -1.653 -2.808 -2.099
C -0.623 -3.417 -1.432
N 1.281 -0.399 1.162
C 1.623 1.560 4.350
C 0.459 1.785 5.092
C 0.517 1.896 6.474
C 1.738 1.802 7.130
C 2.900 1.606 6.396
C 2.844 1.480 5.016
H 2.875 7.166 -3.934
H 3.032 7.146 -1.462
H 1.723 5.570 -0.151
H 0.067 3.959 -3.784
H 1.385 5.545 -5.073
H 0.110 5.477 1.333
H 0.920 4.131 3.512
H 3.243 -0.787 3.803
H 3.222 -2.888 2.156
H 3.077 -3.635 -1.550
H 4.075 -5.896 -1.502
H 3.340 -7.538 0.198
H 1.597 -6.912 1.841
H 0.619 -4.641 1.802
H -4.853 0.430 -2.235
H -6.787 -0.179 -3.634
H -6.506 -1.774 -5.511
H -4.264 -2.689 -6.014
H -2.325 -2.032 -4.659
H -3.354 1.918 -3.857
H -2.102 4.169 -3.133
H -2.428 -3.297 -2.666
H -0.401 -4.472 -1.381
H -0.492 1.854 4.574
H -0.394 2.054 7.038
H 1.785 1.895 8.207
H 3.858 1.555 6.900
H 3.761 1.363 4.450
C -1.835 -3.462 3.622
C -0.688 -2.510 3.884
N -0.842 -1.329 3.047
C -1.951 -0.931 2.376
N -1.866 0.111 1.577
C -3.171 0.610 1.132
C -4.059 -0.524 0.654
C -4.313 -1.445 1.829
N -3.092 -1.635 2.607
C -3.125 -2.662 3.644
H -1.859 -4.248 4.375
H -1.719 -3.927 2.639
H 0.273 -2.976 3.657
H -0.674 -2.222 4.938
H -0.061 -0.701 2.974
H -3.018 1.358 0.355
H -3.671 1.118 1.967
H -3.538 -1.074 -0.131
H -5.007 -0.166 0.250
H -4.657 -2.420 1.478
H -5.092 -1.035 2.479
H -3.982 -3.304 3.445
H -3.268 -2.209 4.630
F 5.303 1.532 -5.207
C 5.049 0.402 -4.532
F 4.700 -0.533 -5.430
F 6.187 0.007 -3.949
C 3.947 0.617 -3.525
C 4.213 0.649 -2.170
C 3.152 0.857 -1.303
N 1.899 1.017 -1.721
C 1.653 0.983 -3.032
C 2.647 0.793 -3.973
H 5.216 0.511 -1.792
H 3.311 0.902 -0.231
H 0.618 1.111 -3.334
H 2.412 0.776 -5.030

Entry from OMol25: a cluster of 2 separate species, C29H34ClO4S in total (wB97M-V/def2-TZVPD).

Summary:
Energy relative to the best compared isomer or geometry (same formula, charge and spin), kcal/mol: 0.0
HOMO-LUMO gap, eV: 3.71
2S+1: 1
HOMO, eV: -2.48
Charge: -1

Cartesian coordinates (Å):
C 6.244 -2.170 -0.005
O 5.836 -1.097 0.874
C 4.580 -0.599 0.737
C 4.197 0.459 1.601
C 2.938 0.997 1.519
C 1.960 0.448 0.639
C 0.606 0.901 0.662
C -0.501 0.034 0.651
C -1.836 0.558 0.581
C -2.942 -0.241 0.609
C -4.383 0.313 0.545
C -5.106 -0.244 -0.687
C -4.384 1.837 0.449
C -5.156 -0.086 1.807
C -2.764 -1.704 0.704
O -3.760 -2.471 0.712
C -1.402 -2.255 0.795
C -1.210 -3.784 0.902
C -1.883 -4.310 2.176
C 0.272 -4.160 0.966
C -1.823 -4.476 -0.322
C -0.351 -1.387 0.786
C 2.379 -0.579 -0.253
C 3.658 -1.095 -0.214
H 7.277 -2.349 0.293
H 5.637 -3.074 0.152
H 6.196 -1.871 -1.062
H 4.931 0.815 2.322
H 2.638 1.810 2.183
H 0.435 1.970 0.798
H -1.936 1.647 0.505
H -5.178 -1.332 -0.610
H -6.114 0.182 -0.750
H -4.549 0.023 -1.593
H -3.908 2.279 1.332
H -3.865 2.167 -0.458
H -5.419 2.197 0.402
H -4.639 0.299 2.694
H -6.166 0.338 1.774
H -5.226 -1.175 1.869
H -2.957 -4.111 2.135
H -1.715 -5.390 2.263
H -1.450 -3.812 3.052
H 0.804 -3.815 0.070
H 0.742 -3.740 1.864
H 0.367 -5.252 1.016
H -1.354 -4.091 -1.235
H -1.647 -5.557 -0.261
H -2.899 -4.284 -0.353
H 0.658 -1.780 0.910
H 1.669 -0.970 -0.987
H 3.946 -1.899 -0.894
Cl 0.122 0.478 -4.329
C 0.733 1.576 -3.257
S 1.815 2.810 -3.758
C 1.875 3.917 -2.330
C 1.018 5.014 -2.273
C 1.052 5.854 -1.153
C 1.929 5.597 -0.098
C 2.765 4.480 -0.159
C 2.744 3.636 -1.276
O 3.160 2.293 -3.882
O 1.233 3.599 -4.819
H 0.566 1.416 -2.202
H 0.342 5.217 -3.104
H 0.388 6.716 -1.120
H 1.955 6.258 0.771
H 3.449 4.256 0.659
H 3.409 2.771 -1.332

Entry from OMol25: a structure of composition C38H33ClIrN7O8P (wB97M-V/def2-TZVPD).

Summary:
Energy relative to the best compared isomer or geometry (same formula, charge and spin), kcal/mol: 33.8
HOMO-LUMO gap, eV: 5.58
2S+1: 1
HOMO, eV: -10.13
Charge: +1

Cartesian coordinates (Å):
Ir 1.023 1.813 -0.291
O 4.401 3.932 0.667
C 3.286 3.692 0.280
O 2.917 2.436 0.024
C 2.191 4.711 0.076
P 0.557 3.974 0.514
C -0.597 4.936 -0.461
C -1.344 5.999 0.029
C -2.193 6.687 -0.825
C -2.290 6.326 -2.159
C -1.532 5.275 -2.656
C -0.687 4.583 -1.806
C 0.450 4.230 2.316
C -0.714 4.559 3.008
C -0.691 4.688 4.389
C 0.480 4.479 5.102
C 1.644 4.153 4.421
C 1.630 4.033 3.040
H 2.146 4.960 -0.988
H 2.390 5.617 0.643
H -1.278 6.295 1.066
H -2.786 7.505 -0.439
H -2.962 6.862 -2.816
H -1.606 4.990 -3.697
H -0.108 3.748 -2.202
H -1.653 4.684 2.495
H -1.606 4.949 4.904
H 0.488 4.580 6.180
H 2.573 4.015 4.961
H 2.566 3.808 2.548
C -0.834 -11.273 -3.615
O -1.837 -10.343 -3.230
C -1.459 -9.075 -2.976
C -0.149 -8.609 -3.063
C 0.123 -7.280 -2.784
C -0.888 -6.400 -2.416
C -2.197 -6.883 -2.327
C -2.483 -8.201 -2.602
C -0.552 -5.002 -2.152
N 0.658 -4.490 -2.186
C 0.496 -3.166 -1.886
C -0.833 -2.862 -1.670
N -1.493 -4.050 -1.849
C -1.310 -1.545 -1.401
C -2.661 -1.164 -1.276
C -2.964 0.155 -1.115
C -1.929 1.093 -1.022
N -0.651 0.762 -1.067
C -0.336 -0.552 -1.287
C 1.052 -0.864 -1.466
N 1.903 0.185 -1.356
C 3.185 0.018 -1.634
C 3.695 -1.228 -2.014
C 2.858 -2.315 -2.076
C 1.490 -2.145 -1.812
H -1.346 -12.218 -3.768
H -0.084 -11.389 -2.830
H -0.352 -10.967 -4.546
H 0.659 -9.265 -3.348
H 1.137 -6.912 -2.852
H -3.017 -6.239 -2.033
H -3.491 -8.584 -2.536
H -2.479 -4.216 -1.750
H -3.448 -1.905 -1.329
H -3.980 0.511 -1.028
H -2.152 2.143 -0.955
H 3.821 0.887 -1.534
H 4.748 -1.315 -2.238
H 3.225 -3.298 -2.342
C 2.255 0.588 4.935
N 1.543 0.585 3.674
C 0.176 0.151 3.543
C -0.070 0.302 2.061
O -1.076 -0.008 1.502
N 1.115 0.837 1.477
C 2.040 0.925 2.487
N 3.318 1.217 2.320
H 1.544 0.824 5.725
H 3.016 1.366 4.946
H 2.715 -0.379 5.146
H -0.517 0.780 4.106
H 0.043 -0.892 3.838
H 3.620 1.579 1.418
H 3.932 1.277 3.112
O -4.071 2.116 1.341
Cl -3.315 3.272 0.958
O -3.584 4.380 1.832
O -3.609 3.631 -0.409
O -1.888 2.932 1.034